# 1
83
Properties=species:S:1:pos:R:3 method="wB97M-V/def2-TZVPD" de_lowest_ev=2.165 spin_multiplicity=1 orbital_gap_ev="3.96 / 3.95" charge=-2 e_tot_ha=-8813.160886
Ti -0.5908 1.2159 0.1900
Cl -5.2927 -2.5005 3.5434
C -4.0661 -1.3028 3.2156
C -3.6988 -1.0886 1.8956
C -2.7104 -0.1673 1.5724
N -2.3234 0.1798 0.2866
C -2.9664 -0.4646 -0.7730
O -3.6412 0.1304 -1.5857
C -2.7482 -1.9659 -0.9577
C -3.4534 -2.6010 -1.9690
C -3.1688 -3.9337 -2.2200
C -2.1949 -4.5595 -1.4611
C -1.5613 -3.8364 -0.4602
N -1.8437 -2.5648 -0.1972
C -2.1203 0.5936 2.6064
C -2.4997 0.3695 3.9208
C -3.4669 -0.5813 4.2275
Cl -3.8989 -0.8192 5.9045
N -1.2507 1.6059 2.1375
C -0.5431 2.3488 3.0262
O -0.3427 2.1205 4.2134
C -0.0063 3.6767 2.4718
C 0.5766 4.5796 3.3462
C 1.0030 5.7982 2.8369
C 0.8339 6.0662 1.4889
C 0.2448 5.0921 0.6927
N -0.1624 3.9311 1.1815
H -4.2054 -1.6574 1.1277
H -4.1547 -2.0329 -2.5618
H -3.6795 -4.4645 -3.0140
H -1.9179 -5.5904 -1.6392
H -0.7859 -4.2922 0.1444
H -2.0386 0.9293 4.7174
H 0.6846 4.3058 4.3856
H 1.4626 6.5315 3.4892
H 1.1535 7.0026 1.0511
H 0.1027 5.2426 -0.3736
O 2.9165 -1.8169 2.6639
C 3.5325 -0.6047 2.6548
C 4.7761 -0.5096 3.2673
C 5.4516 0.7022 3.2636
C 4.8936 1.8214 2.6589
C 3.6409 1.7235 2.0657
C 2.9523 0.5226 2.0587
C 1.5591 0.4047 1.5075
O 1.0960 1.5518 0.8791
N 1.4548 -0.7283 0.5791
N 0.4978 -0.3990 -0.4706
C 0.8292 -1.2542 -1.5408
C 0.3318 -1.3539 -2.7855
Br -0.8915 0.0499 -3.3008
C 0.5195 -2.3292 -3.8161
C 1.0408 -3.6259 -3.6879
C 1.2917 -4.4042 -4.8685
C 1.7875 -5.6835 -4.8327
C 2.0770 -6.3293 -3.6208
C 1.8213 -5.6151 -2.4557
C 1.3287 -4.3192 -2.4671
H 2.1416 -1.8020 2.0595
H 5.1990 -1.3937 3.7256
H 6.4249 0.7691 3.7356
H 5.4234 2.7650 2.6557
H 3.1676 2.5793 1.5992
H 0.9001 0.1786 2.3689
H 2.3672 -0.8983 0.1492
H 1.6088 -1.9709 -1.3144
H 0.2298 -2.0230 -4.8134
H 1.0778 -3.9421 -5.8277
H 1.9573 -6.2046 -5.7712
H 2.4823 -7.3325 -3.5948
H 2.0088 -6.0824 -1.4927
H 1.1086 -3.8471 -1.5208
Cl 1.5589 2.3505 -2.1793
C -0.0079 3.1072 -2.1807
C -0.9796 2.7248 -1.2553
C -2.1665 3.4558 -1.2676
Cl -3.3771 3.2136 -0.0333
C -2.4176 4.4619 -2.2021
Cl -3.9170 5.3366 -2.1960
C -1.4475 4.7788 -3.1430
Cl -1.7437 6.0210 -4.3173
C -0.2299 4.1133 -3.1245
Cl 0.9948 4.5406 -4.2725

# 2
79
Properties=species:S:1:pos:R:3 method="wB97M-V/def2-TZVPD" de_lowest_ev=1.186 spin_multiplicity=1 orbital_gap_ev=6.11 charge=+2 e_tot_ha=-3639.765224
Ta -0.1601 0.0677 0.9449
Cl 5.9467 1.9685 2.8335
C 4.3941 1.2440 2.9036
C 3.3775 1.7624 2.1164
C 2.1224 1.1874 2.1634
N 1.0184 1.6130 1.3437
C 0.6672 2.9941 1.5632
O 1.1070 3.5973 2.4972
C -0.2479 3.6318 0.5675
C -0.7944 4.8673 0.8815
C -1.6039 5.4837 -0.0586
C -1.8186 4.8450 -1.2696
C -1.2244 3.6095 -1.4825
N -0.4554 2.9988 -0.5846
C 1.8741 0.0843 2.9804
C 2.8838 -0.4396 3.7717
C 4.1411 0.1491 3.7364
Cl 5.3794 -0.5003 4.7281
N 0.5849 -0.4938 2.7622
C 0.0869 -1.5101 3.5472
O 0.4903 -1.8695 4.6200
C -1.0615 -2.1878 2.8529
C -1.8241 -3.1533 3.4685
C -2.8553 -3.7360 2.7440
C -3.0749 -3.3332 1.4335
C -2.2650 -2.3607 0.8803
N -1.2655 -1.7965 1.5808
H 3.5727 2.6232 1.4909
H -0.5686 5.3231 1.8353
H -2.0482 6.4486 0.1449
H -2.4279 5.2936 -2.0419
H -1.3748 3.0938 -2.4269
H 2.7074 -1.2812 4.4226
H -1.5995 -3.4226 4.4914
H -3.4800 -4.4950 3.1957
H -3.8655 -3.7684 0.8391
H -2.3725 -2.0422 -0.1468
Cl -6.7530 2.6568 -1.3168
C -5.2879 2.1546 -0.5713
C -5.0708 2.4252 0.7808
C -3.8960 2.0321 1.3973
C -2.9343 1.3682 0.6592
O -1.7768 0.9686 1.2223
C -3.1326 1.0932 -0.7007
C -2.1172 0.4908 -1.5261
N -0.9465 0.0626 -1.1684
C -0.1096 -0.3360 -2.2686
C 0.5252 0.6224 -3.0086
C 1.3972 0.2526 -4.0585
C 1.6140 -1.0653 -4.3383
C 0.9641 -2.0734 -3.5823
C 1.1387 -3.4552 -3.8294
C 0.4822 -4.3638 -3.0504
C -0.3456 -3.8929 -2.0102
N -0.5409 -2.6225 -1.7461
C 0.0933 -1.7123 -2.5322
C -4.3275 1.4942 -1.3092
H -5.8332 2.9480 1.3423
H -3.7157 2.2380 2.4441
H -2.3583 0.4203 -2.5867
H 0.3867 1.6662 -2.7586
H 1.8944 1.0234 -4.6312
H 2.2787 -1.3555 -5.1422
H 1.7856 -3.7731 -4.6378
H 0.5795 -5.4272 -3.2171
H -0.8627 -4.6051 -1.3747
H -4.4946 1.2967 -2.3607
N 5.2613 0.6786 -2.6133
C 4.5467 0.0112 -2.0128
C 3.6430 -0.8030 -1.2496
C 3.8668 -2.1607 -1.0366
C 2.9391 -2.8823 -0.3036
C 1.8176 -2.2369 0.1733
N 1.5989 -0.9243 -0.0387
C 2.5098 -0.2146 -0.7181
H 4.7552 -2.6335 -1.4339
H 3.0796 -3.9344 -0.1029
H 1.0595 -2.7711 0.7296
H 2.3207 0.8431 -0.8432

# 3
83
Properties=species:S:1:pos:R:3 method="wB97M-V/def2-TZVPD" de_lowest_ev=1.040 spin_multiplicity=1 orbital_gap_ev="6.74 / 6.75" charge=+1 e_tot_ha=-3765.191945
Mo -0.8022 1.5096 0.1661
I 0.0415 5.6753 -6.3135
C 0.0136 4.3994 -4.6757
C 1.1584 3.6902 -4.3390
C 1.1221 2.8166 -3.2605
I 2.8512 1.8414 -2.6332
C -0.0544 2.6423 -2.5527
O -0.1533 1.7416 -1.5401
C -1.1728 3.4115 -2.8359
C -2.3861 3.3108 -1.9445
N -2.0129 3.3263 -0.5011
C -1.3677 4.6086 -0.1147
C -0.1477 4.4494 0.7612
C 0.3187 5.5158 1.5058
C 1.5075 5.3815 2.2043
C 2.2043 4.1890 2.1314
C 1.6610 3.1581 1.3929
N 0.5016 3.2743 0.7309
C -1.1386 4.2845 -3.9124
H 2.0726 3.8165 -4.9032
H -2.9404 2.3913 -2.1224
H -3.0453 4.1517 -2.1591
H -2.8730 3.2086 0.0255
H -2.0832 5.2749 0.3639
H -1.0335 5.1044 -1.0256
H -0.2427 6.4413 1.5313
H 1.8835 6.2029 2.8013
H 3.1438 4.0447 2.6479
H 2.1502 2.1952 1.3217
H -2.0122 4.8825 -4.1476
O -1.5481 1.6839 1.8142
N -2.3055 1.6494 2.9239
C -1.6009 1.4963 3.9494
C -2.3117 1.4249 5.2115
N -2.8453 1.3401 6.2219
C -0.1441 1.3953 3.9489
N 0.9980 1.3209 3.9407
S 0.8811 -0.0503 0.9168
Sb 1.1806 -2.3061 0.3434
C -0.1222 -3.4023 1.5665
C 0.1315 -3.4034 2.9359
C -0.7590 -4.0351 3.7934
C -1.8865 -4.6690 3.2849
C -2.1267 -4.6802 1.9181
C -1.2442 -4.0455 1.0526
C 1.2300 -3.0674 -1.5911
C 0.6613 -4.3087 -1.8580
C 0.7067 -4.8020 -3.1556
C 1.3094 -4.0599 -4.1631
C 1.8836 -2.8255 -3.8822
C 1.8474 -2.3199 -2.5893
C 3.1213 -2.5741 1.0711
C 3.9769 -3.4514 0.4067
C 5.2598 -3.6591 0.8986
C 5.6783 -2.9964 2.0446
C 4.8248 -2.1169 2.6998
C 3.5425 -1.8976 2.2151
H 1.0119 -2.9156 3.3389
H -0.5710 -4.0345 4.8602
H -2.5778 -5.1608 3.9581
H -2.9977 -5.1880 1.5219
H -1.4369 -4.0611 -0.0075
H 0.1993 -4.8969 -1.0750
H 0.2681 -5.7672 -3.3778
H 1.3343 -4.4483 -5.1743
H 2.3599 -2.2530 -4.6687
H 2.2894 -1.3544 -2.3734
H 3.6527 -3.9692 -0.4895
H 5.9312 -4.3359 0.3854
H 6.6773 -3.1631 2.4286
H 5.1597 -1.5958 3.5875
H 2.8885 -1.1920 2.7132
F -1.1513 -1.3038 -1.7603
C -2.3466 -0.9295 -1.2439
C -2.4362 0.1666 -0.4117
C -3.7436 0.4512 -0.0468
F -4.0320 1.5623 0.6827
C -4.8490 -0.2969 -0.3995
F -6.0700 0.0421 0.0103
C -4.6823 -1.3887 -1.2218
F -5.7279 -2.1145 -1.6043
C -3.4157 -1.6971 -1.6640
F -3.2375 -2.7363 -2.4901